Computed, not measured: a 11-piece molecular cluster, C82H143Br2N13 overall at a distorted geometry, with the ωB97M-V functional and the def2-TZVPD basis.

Element x y z (Å)
C: 1.13985 8.89870 4.53020
N: 0.35963 7.67133 4.87103
C: -0.35116 7.03103 3.91134
C: -1.02245 5.89614 4.31448
C: -0.95139 5.34571 5.56572
C: -0.26578 6.11350 6.51127
C: 0.45088 7.27782 6.16197
C: -1.73048 4.12105 5.85294
C: -2.30409 3.77809 7.07163
C: -2.90603 2.53794 7.17259
N: -3.10296 1.70008 6.13277
C: -2.57194 1.97195 4.91740
C: -1.92318 3.18232 4.77249
C: -3.86224 0.50019 6.26365
H: 1.88957 8.63753 3.78335
H: 1.66151 9.37887 5.35809
H: 0.51700 9.66556 4.06968
H: -0.25926 7.43950 2.91579
H: -1.53801 5.36702 3.52667
H: -0.20979 5.74037 7.52322
H: 1.04396 7.87475 6.83897
H: -2.30355 4.43266 7.93067
H: -3.34892 2.27737 8.12251
H: -2.81563 1.30123 4.10676
H: -1.42525 3.29402 3.82065
H: -3.58243 0.11728 7.24508
H: -3.44564 -0.29412 5.64428
H: -4.93591 0.68762 6.27688
C: 9.64249 -1.30185 5.55005
N: 8.89410 -1.74865 4.37611
C: 7.89701 -0.97746 3.90939
C: 7.31479 -1.40822 2.67663
C: 7.75431 -2.54210 1.96209
C: 8.87468 -3.19148 2.44182
C: 9.47709 -2.71132 3.60473
C: 7.25699 -2.86467 0.59178
C: 6.95825 -4.19450 0.22787
C: 6.47036 -4.51821 -1.09729
N: 6.30486 -3.48248 -1.97131
C: 6.64966 -2.19730 -1.71748
C: 7.09092 -1.88910 -0.44504
C: 5.77374 -3.76316 -3.34371
H: 10.12240 -2.13705 6.06016
H: 9.05324 -0.71131 6.25160
H: 10.34049 -0.55048 5.18081
H: 7.72794 -0.03406 4.40718
H: 6.52626 -0.81063 2.24362
H: 9.37890 -3.91907 1.82314
H: 10.48690 -2.91826 3.92701
H: 7.18419 -4.98266 0.93084
H: 6.24101 -5.52615 -1.41013
H: 6.44573 -1.42807 -2.44762
H: 7.38059 -0.88145 -0.18597
H: 5.61882 -4.84042 -3.40365
H: 6.54738 -3.46271 -4.05034
H: 4.90558 -3.12631 -3.51344
C: 3.32948 10.97039 -5.18269
N: 2.31730 10.03610 -4.69077
C: 1.62481 9.39529 -5.62948
C: 0.62209 8.48867 -5.26875
C: 0.45211 8.08035 -3.89655
C: 1.21828 8.79001 -2.97610
C: 2.17896 9.74570 -3.38137
C: -0.50345 7.00313 -3.49131
C: -1.02075 6.97253 -2.19877
C: -2.03498 6.07022 -1.89130
N: -2.38792 5.13801 -2.79308
C: -1.85206 5.03536 -4.01773
C: -0.90460 5.98283 -4.37484
C: -3.32948 4.12754 -2.33679
H: 2.92964 11.95449 -4.93821
H: 3.38307 10.82831 -6.26206
H: 4.28327 10.73540 -4.71029
H: 1.88476 9.68181 -6.63781
H: 0.05160 7.92913 -5.99529
H: 1.17932 8.67148 -1.90333
H: 2.73423 10.31710 -2.65229
H: -0.91348 7.83553 -1.55837
H: -2.60898 6.17730 -0.98276
H: -2.16966 4.22228 -4.65369
H: -0.39111 5.91564 -5.32258
H: -3.30071 4.09000 -1.24781
H: -2.93259 3.17282 -2.68188
H: -4.31791 4.24244 -2.78166
C: 0.35916 -9.85325 -4.60811
C: 0.01688 -8.78363 -5.55916
N: 1.20428 -7.92900 -5.77158
C: 2.28086 -8.28179 -6.54829
C: 3.21696 -7.25767 -6.56029
N: 2.68608 -6.20737 -5.82192
C: 1.45755 -6.60607 -5.32608
C: 3.31052 -4.88965 -5.69152
H: 0.53112 -9.56307 -3.57160
H: 1.17422 -10.42529 -5.05145
H: -0.35964 -10.66978 -4.67679
H: -0.77425 -8.13036 -5.19111
H: -0.31521 -9.17913 -6.51905
H: 2.20606 -9.24192 -7.03712
H: 4.23636 -7.29546 -6.91496
H: 0.80512 -5.97863 -4.73696
H: 4.39662 -4.96488 -5.74449
H: 2.93443 -4.37517 -4.80723
H: 2.95931 -4.35031 -6.57123
C: 4.93142 2.08459 -4.10863
C: 4.66908 2.69628 -2.68879
C: 4.40501 4.20247 -2.74047
N: 3.23413 4.67171 -1.89550
C: 1.88066 4.06418 -2.45701
C: 3.10038 6.22748 -2.01371
C: 2.34494 6.66074 -0.81238
C: 2.88700 5.74999 0.31303
C: 3.44816 4.46102 -0.38033
H: 5.45791 2.86948 -4.65165
H: 3.98771 2.06273 -4.65364
H: 5.52340 1.18112 -3.96229
H: 5.48381 2.51692 -1.98724
H: 3.80747 2.17028 -2.27766
H: 4.09622 4.57748 -3.71624
H: 5.25423 4.80565 -2.41940
H: 1.09135 4.47317 -1.82629
H: 1.84606 2.97717 -2.38409
H: 1.67072 4.37621 -3.48007
H: 2.49233 6.52332 -2.86861
H: 4.13120 6.58009 -1.97949
H: 1.25897 6.62056 -0.89695
H: 2.57177 7.70889 -0.61742
H: 2.13899 5.55167 1.08066
H: 3.71458 6.29294 0.76955
H: 2.89267 3.55539 -0.13668
H: 4.52790 4.32874 -0.31140
C: -5.80929 -4.06007 6.12283
C: -5.29681 -3.50264 4.76644
C: -4.87304 -4.65124 3.74316
N: -4.26525 -4.13463 2.35051
C: -3.03913 -3.25537 2.65120
C: -5.42552 -3.57186 1.48683
C: -6.19564 -4.72029 0.94642
C: -5.21165 -5.84100 0.84334
C: -3.90574 -5.36984 1.49812
H: -6.62426 -4.72695 5.84136
H: -6.24437 -3.25816 6.71926
H: -5.01218 -4.55869 6.67427
H: -4.48727 -2.77458 4.71475
H: -6.19384 -2.99803 4.40757
H: -5.74208 -5.25435 3.48027
H: -4.04649 -5.22415 4.16348
H: -3.26083 -2.32752 3.17853
H: -2.55706 -3.19621 1.67539
H: -2.39808 -3.82591 3.32322
H: -4.82832 -3.05803 0.73355
H: -5.99284 -2.80460 2.01366
H: -6.70166 -4.48559 0.00997
H: -6.98650 -4.95465 1.65898
H: -5.09103 -6.01146 -0.22648
H: -5.59647 -6.81227 1.15422
H: -3.14169 -5.11655 0.76316
H: -3.37786 -5.99980 2.21407
C: 2.05924 -2.55368 -2.54859
C: 1.56073 -1.61654 -1.40959
C: 0.43255 -0.71113 -1.90961
N: -0.33513 0.01469 -0.76676
C: 0.55026 1.14577 -0.08952
C: -0.97217 -0.94785 0.28594
C: -2.20179 -0.24649 0.92713
C: -2.54148 0.85564 -0.09795
C: -1.64682 0.74872 -1.29584
H: 2.29835 -1.91087 -3.39577
H: 1.32724 -3.22711 -2.99442
H: 2.93561 -3.13290 -2.25779
H: 2.36698 -0.96059 -1.08123
H: 1.27960 -2.30150 -0.60964
H: -0.30648 -1.33980 -2.40629
H: 0.84806 0.00485 -2.61872
H: -0.07123 1.61272 0.67455
H: 0.84406 1.89990 -0.81962
H: 1.46038 0.75094 0.36204
H: -0.26554 -1.26931 1.05108
H: -1.43303 -1.80552 -0.20406
H: -1.92837 0.15041 1.90479
H: -2.94716 -1.02731 1.07830
H: -2.47456 1.82994 0.38616
H: -3.57849 0.76943 -0.42244
H: -1.31942 1.66146 -1.79364
H: -1.94599 0.05400 -2.08068
C: -0.01468 -8.05424 0.10176
C: 0.96528 -7.35134 1.03374
C: 0.71991 -5.88054 1.19487
N: 1.84598 -4.97409 1.80954
C: 2.41649 -5.64371 3.11497
C: 1.29483 -3.64756 2.24690
C: 2.48074 -2.69324 2.01004
C: 3.56524 -3.34515 1.22036
C: 2.98574 -4.68803 0.80943
H: 0.20912 -9.10704 -0.07033
H: 0.03347 -7.53708 -0.85654
H: -1.02470 -8.03125 0.51096
H: 1.89254 -7.50881 0.48286
H: 0.95011 -7.86960 1.99253
H: -0.20855 -5.71902 1.74257
H: 0.52912 -5.44987 0.21192
H: 1.62529 -5.67744 3.86394
H: 3.21639 -4.96617 3.41360
H: 2.98452 -6.55073 2.90820
H: 0.82523 -3.72559 3.22745
H: 0.53297 -3.26505 1.56768
H: 2.85707 -2.23929 2.92679
H: 2.09987 -1.83872 1.45073
H: 4.43975 -3.46172 1.86047
H: 3.86419 -2.70570 0.38981
H: 3.71600 -5.49603 0.76542
H: 2.56464 -4.56934 -0.18892
C: -5.65207 -1.33490 -1.93846
C: -6.45515 -0.05197 -1.61828
C: -7.33497 -0.35494 -0.41885
N: -8.17231 0.84670 0.15423
C: -8.85705 0.32327 1.44103
C: -9.28257 1.20411 -0.93907
C: -8.84570 2.48269 -1.69373
C: -7.60160 2.99998 -0.94440
C: -7.52723 2.29624 0.37962
H: -6.26046 -2.08744 -2.44009
H: -5.19402 -1.78800 -1.05927
H: -4.84983 -1.12910 -2.64709
H: -7.09768 0.22337 -2.45461
H: -5.68908 0.70820 -1.46539
H: -6.65905 -0.57746 0.40681
H: -7.99923 -1.21702 -0.47956
H: -8.05603 0.13999 2.15718
H: -9.45997 -0.54875 1.18770
H: -9.43034 1.17202 1.81394
H: -10.09325 1.45105 -0.25355
H: -9.44552 0.29305 -1.51483
H: -9.64102 3.22806 -1.69503
H: -8.56675 2.15967 -2.69669
H: -7.58725 4.07556 -0.76824
H: -6.71549 2.77891 -1.53941
H: -8.00820 2.86293 1.17689
H: -6.52415 2.11916 0.76764
Br: -2.24152 -4.11070 -1.86376
Br: -1.03027 4.43419 0.90678

Output
HOMO: -23.2 eV
Total charge: +10
Spin multiplicity: 1
Strongest force on any atom: 4.66 eV/A
HOMO-LUMO gap: 5.0 eV

Here are the Mulliken charges for atoms 1 to 8, given in e: number 1, C, carries -0.8904; number 2, N, carries 0.0598; number 3, C, carries -0.6575; number 4, C, carries -0.6670; number 5, C, carries 1.0121; number 6, C, carries -0.7576; number 7, C, carries -0.2597; number 8, C, carries 0.8666